Entry 1:
Computed, not measured: a molecular structure, C27H21CoN5O6S, with ωB97M-V/def2-TZVPD.

Properties
Charge ... -1
Max |F| ... 0.77 eV/A
2S+1 ... 5
Highest occupied orbital energy (spin up / spin down) ... -4.869 / -5.519 eV
E_LUMO (spin up / spin down) ... 2.49 / 1.02 eV
Total energy ... -96541.4198 eV

Each line ends with the Löwdin spin population.
Positions of all 61 atoms, in Å:
Co  0.21280  -0.32523  -0.40625  2.754
O  -1.12432  -1.02281  -4.24279  0.027
C  -1.09443  -0.65696  -3.09469  0.028
N  -0.65661  -1.37491  -1.99987  0.218
C  -1.21434  -2.55312  -1.69462  0.107
C  -1.96135  -3.38673  -2.57203  0.031
C  -2.39838  -4.61020  -2.14604  0.086
C  -2.12773  -5.07605  -0.83306  0.067
C  -1.45608  -4.29046  0.05964  0.046
C  -1.03029  -2.98719  -0.31972  0.092
N  -0.44381  -2.09102  0.47863  0.279
C  0.31061  -2.49294  1.56159  0.031
O  -0.05715  -2.97630  2.59433  0.019
C  1.78986  -2.33814  1.22154  0.010
C  2.74135  -3.01976  1.95131  0.003
C  4.04011  -3.05516  1.45906  0.000
C  4.31781  -2.42694  0.26508  0.002
C  3.30421  -1.72844  -0.38262  0.002
N  2.06492  -1.67249  0.09987  0.038
C  -1.66782  0.69828  -2.69329  0.007
C  -2.24596  1.51398  -3.64610  0.002
C  -2.86199  2.68268  -3.21994  0.000
C  -2.88261  2.97606  -1.87086  0.001
C  -2.25902  2.10250  -0.99036  0.002
N  -1.65686  0.98862  -1.39661  0.027
H  -2.12681  -3.05984  -3.59051  0.000
H  -2.94628  -5.24743  -2.83094  0.004
H  -2.47980  -6.05669  -0.53230  0.003
H  -1.28649  -4.61343  1.07925  0.001
H  2.44614  -3.52375  2.86276  0.000
H  4.81676  -3.58693  1.99661  0.000
H  5.30985  -2.45156  -0.16795  0.000
H  3.47829  -1.17894  -1.30074  0.000
H  -2.20672  1.21780  -4.68539  0.000
H  -3.32454  3.35247  -3.93538  0.000
H  -3.35499  3.87480  -1.49463  0.000
H  -2.22293  2.30639  0.07545  0.000
C  6.97571  0.14522  2.32429  0.000
C  5.88665  0.53005  1.35507  0.000
C  4.55822  0.58018  1.76529  0.000
C  3.54352  0.92050  0.87976  0.000
C  3.85041  1.22205  -0.43916  0.000
C  5.17427  1.18736  -0.86255  0.000
C  6.17895  0.84086  0.02842  0.000
S  2.57741  1.57575  -1.65436  0.006
O  2.86795  2.92890  -2.07927  0.005
O  2.73084  0.51805  -2.64004  0.003
N  1.18664  1.42704  -0.97561  0.033
C  0.75468  2.50763  -0.07645  0.003
C  0.14160  1.98162  1.23428  0.005
O  -0.20812  2.81260  2.07622  0.007
O  0.03862  0.69583  1.35065  0.050
H  6.73362  -0.79055  2.83436  0.000
H  7.11014  0.90840  3.09500  0.000
H  7.93147  0.01594  1.81368  0.000
H  4.30249  0.33143  2.79054  0.000
H  2.51100  0.89475  1.20966  0.000
H  5.40744  1.41470  -1.89740  0.000
H  7.20966  0.80501  -0.31231  0.000
H  -0.01133  3.11806  -0.55827  0.000
H  1.55667  3.20005  0.17978  0.001

Cartesian forces (eV/Å) of the 3 atoms listed first:
0.32 0.39 -0.25
-0.04 -0.15 -0.51
-0.09 0.26 0.43


Entry 2:
Computed, not measured: a molecular structure, C4H2ClO3 in a non-equilibrium geometry, with ωB97M-V/def2-TZVPD.

Properties
Charge ... -1
Max |F| ... 1.41 eV/A
Highest occupied orbital energy ... -4.106 eV
E_LUMO ... 3.66 eV
Total energy ... -22845.5189 eV

Each line ends with the natural charge from an NBO analysis.
Positions of all 10 atoms, in Å:
C  -1.71313  0.51809  0.14368  -0.452
C  -0.45422  0.69379  0.43907  -0.178
C  0.81120  0.82749  0.09741  0.360
C  1.01819  -1.61387  -0.17154  1.015
O  0.92963  -2.09846  0.90108  -0.641
O  1.77616  0.00198  0.09645  -0.645
O  0.85335  -1.72449  -1.33110  -0.643
Cl  1.31190  2.55055  -0.18677  -0.161
H  -2.49586  0.51996  0.88834  0.172
H  -2.03722  0.32496  -0.87660  0.173

Cartesian forces (eV/Å) of the 3 atoms listed first:
-0.20 -0.13 -0.07
-0.65 0.31 -0.16
0.91 0.20 0.39


Entry 3:
Computed, not measured: a molecular structure, C27H27ClN7O6S2Ti, with ωB97M-V/def2-TZVPD.

Properties
Charge ... 0
Max |F| ... 0.79 eV/A
2S+1 ... 2
Highest occupied orbital energy (spin up / spin down) ... -7.557 / -7.774 eV
E_LUMO (spin up / spin down) ... -1.22 / -1.22 eV
Total energy ... -108467.0540 eV

Each line ends with the Löwdin spin population.
Positions of all 71 atoms, in Å:
Ti  0.64532  -0.76795  -0.26127  0.920
Cl  7.10438  -3.68253  -1.47963  -0.001
C  5.61318  -2.78951  -1.43948  -0.001
C  4.99404  -2.43333  -2.64466  0.005
C  3.82671  -1.71282  -2.64336  -0.002
C  3.21133  -1.34824  -1.42995  0.005
O  2.10740  -0.63712  -1.44059  -0.010
C  3.83991  -1.72018  -0.22072  0.001
C  3.35580  -1.22709  1.03338  0.025
N  2.17658  -0.71400  1.22182  -0.004
C  1.87863  -0.03496  2.43253  0.000
C  2.49022  -0.22486  3.64166  -0.002
C  2.11817  0.54521  4.76518  0.000
C  1.14554  1.49819  4.66893  -0.002
C  0.48875  1.71209  3.43391  0.000
C  -0.53489  2.67467  3.24911  0.000
C  -1.12373  2.80835  2.02741  0.001
C  -0.70837  1.96626  0.97259  0.001
N  0.23522  1.07252  1.11011  0.004
C  0.85133  0.93895  2.32039  -0.001
C  5.05925  -2.42325  -0.24455  0.004
H  5.45550  -2.72846  -3.57729  0.000
H  3.33309  -1.42494  -3.56114  0.000
H  4.08465  -1.21925  1.84520  0.001
H  3.25965  -0.97628  3.76526  0.000
H  2.61943  0.36849  5.70697  0.000
H  0.86200  2.09183  5.52824  0.000
H  -0.84120  3.28858  4.08703  0.000
H  -1.91136  3.52806  1.85484  0.000
H  -1.17480  2.00915  -0.00380  0.000
H  5.55441  -2.68034  0.68310  0.000
C  0.49687  -3.17899  2.89262  0.000
C  -0.70165  -2.47961  2.36442  0.000
N  -0.71863  -1.62052  1.36463  0.000
C  -2.03172  -1.31088  1.12706  0.001
C  -2.82546  -1.95509  2.02874  0.000
N  -1.96106  -2.69249  2.79951  0.000
C  -4.28511  -2.00374  2.28322  0.000
O  -5.04671  -1.26533  1.50425  0.000
O  -4.70700  -2.68690  3.18652  0.000
C  -2.33570  -0.54280  -0.11041  0.004
O  -3.48262  -0.13039  -0.32059  0.006
O  -1.31605  -0.39191  -0.85556  0.009
H  1.11728  -3.47517  2.04625  0.000
H  0.20708  -4.06902  3.44909  0.000
H  1.07354  -2.53141  3.55335  0.000
H  -2.26580  -3.30450  3.54143  0.000
H  -4.51653  -0.76962  0.80914  0.000
O  -0.09446  -2.75128  -3.14942  0.006
S  0.29005  -3.52633  -1.96927  0.008
N  0.64301  -2.84761  -0.70413  0.012
C  -1.13560  4.50807  -1.89938  0.000
N  -1.80415  3.31611  -2.38322  0.001
C  -3.15990  3.12740  -1.87607  0.000
C  -1.06593  2.24850  -2.83484  0.002
S  0.54819  2.04101  -2.42529  0.003
N  -1.71340  1.40006  -3.66463  0.002
C  -2.77778  1.85071  -4.55112  0.000
C  -1.08132  0.16061  -4.09289  0.000
H  -1.84943  5.33218  -1.93226  0.000
H  -0.28365  4.74171  -2.53226  0.000
H  -0.76796  4.39908  -0.87557  0.000
H  -3.20101  3.44990  -0.83111  0.000
H  -3.43527  2.07727  -1.90647  0.000
H  -3.89245  3.71359  -2.43730  0.000
H  -2.95323  2.91456  -4.43207  0.000
H  -3.70751  1.30845  -4.36652  0.000
H  -2.47267  1.66676  -5.58405  0.000
H  -0.59446  -0.33247  -3.26135  0.000
H  -0.34633  0.34933  -4.88029  0.000
H  -1.86155  -0.49651  -4.47534  0.000

Cartesian forces (eV/Å) of the 3 atoms listed first:
-0.76 -0.07 -0.20
-0.02 0.01 0.01
-0.02 0.00 0.02